Entry 1:
{
  "formula": "C21H23N3O5S",
  "method": "ωB97M-V/def2-TZVPD",
  "total_charge": 0,
  "e_above_lowest_kcal_mol": 41.02,
  "molar_mass_g_mol": 429.50,
  "homo_lumo_gap_ev": 9.201,
  "elements": ["C", "C", "C", "C", "C", "C", "N", "C", "O", "C", "C", "C", "N", "S", "O", "O", "C", "C", "C", "C", "C", "C", "N", "C", "O", "C", "O", "C", "C", "C", "H", "H", "H", "H", "H", "H", "H", "H", "H", "H", "H", "H", "H", "H", "H", "H", "H", "H", "H", "H", "H", "H", "H"],
  "positions_angstrom": [[-5.819602, -3.541615, -0.710222], [-5.905293, -2.156737, -0.145032], [-7.067645, -1.694503, 0.455352], [-7.125084, -0.409706, 0.969002], [-6.027140, 0.422665, 0.888628], [-4.852675, -0.030114, 0.288996], [-3.771804, 0.861952, 0.233119], [-2.513261, 0.663572, -0.246295], [-2.128497, -0.384321, -0.721680], [-1.620069, 1.894856, -0.094690], [-0.579256, 1.651537, 1.011081], [0.475632, 0.640691, 0.559697], [1.105992, 1.026449, -0.683469], [2.281874, 2.206674, -0.524948], [1.950653, 3.215059, 0.447498], [2.636602, 2.639960, -1.844422], [3.611139, 1.204672, 0.132851], [4.100474, 1.413493, 1.406895], [5.125657, 0.613869, 1.884541], [5.652724, -0.390986, 1.083427], [5.132215, -0.607020, -0.202245], [4.110868, 0.201198, -0.674671], [5.633407, -1.669195, -0.952020], [6.722126, -2.394825, -0.590635], [7.112440, -3.349935, -1.217139], [7.446596, -1.854156, 0.637160], [6.637542, -1.182338, 1.583559], [0.160475, 1.212615, -1.764640], [-0.904219, 2.248023, -1.407307], [-4.799865, -1.318526, -0.224742], [-5.586741, -3.501352, -1.773204], [-5.024993, -4.101193, -0.219065], [-6.756459, -4.076647, -0.578200], [-7.932098, -2.338449, 0.522402], [-8.032308, -0.054596, 1.434964], [-6.074773, 1.425882, 1.289563], [-3.977950, 1.771026, 0.624379], [-2.239567, 2.750694, 0.196958], [-1.067607, 1.289781, 1.918696], [-0.077715, 2.595154, 1.231244], [1.262319, 0.552464, 1.312234], [0.016414, -0.339479, 0.402502], [3.680066, 2.206791, 2.003382], [5.529538, 0.748337, 2.874691], [3.694435, 0.061331, -1.658978], [5.154848, -1.923997, -1.806451], [7.922726, -2.681621, 1.167399], [8.235522, -1.176088, 0.272516], [0.732694, 1.541993, -2.632164], [-0.304214, 0.245359, -1.969424], [-0.414137, 3.216723, -1.281962], [-1.628497, 2.324239, -2.220528], [-3.893506, -1.669673, -0.688577]],
  "atomic_forces_ev_per_a": [[0.02, 0.01, -0.01], [-0.16, 0.14, 0.11], [0.00, -0.09, -0.04], [0.04, 0.09, 0.01], [0.03, 0.01, -0.01], [-0.18, -0.30, -0.02], [-0.32, 0.35, 0.22], [0.02, 0.72, 0.17], [0.10, -0.33, -0.15], [0.05, -0.01, -0.02], [-0.04, -0.12, -0.03], [-0.12, -0.10, 0.67], [0.85, 0.62, -0.07], [0.31, -0.54, 0.13], [0.05, -0.22, 0.14], [-0.06, -0.18, -0.20], [-0.43, 0.32, -0.05], [-0.10, 0.15, 0.00], [0.15, -0.24, -0.22], [-0.26, 0.34, -0.10], [-0.04, 0.28, 0.32], [0.28, -0.13, 0.10], [-0.33, 0.00, -0.31], [0.01, 0.03, 0.23], [0.21, -0.11, -0.01], [0.50, -0.17, -0.18], [-0.35, 0.00, 0.07], [-0.18, 0.28, -0.67], [-0.09, -0.26, 0.00], [0.12, -0.03, -0.06], [0.00, -0.07, -0.07], [0.03, -0.09, 0.00], [-0.03, -0.07, -0.01], [-0.08, -0.08, 0.00], [-0.07, 0.04, 0.04], [0.00, 0.10, 0.04], [0.19, -0.15, -0.14], [0.04, -0.10, -0.02], [0.01, 0.02, 0.04], [-0.13, -0.06, 0.08], [-0.12, -0.14, 0.11], [0.16, 0.06, 0.05], [-0.02, 0.08, 0.13], [0.06, 0.03, 0.11], [-0.01, -0.13, -0.19], [0.15, -0.10, 0.11], [-0.10, 0.10, -0.20], [-0.12, -0.11, 0.05], [-0.18, -0.09, -0.07], [0.16, 0.12, 0.01], [-0.09, 0.06, -0.04], [0.02, 0.07, -0.03], [0.04, 0.00, -0.02]]
}



Entry 2:
{
  "formula": "C21H23N3O5S",
  "method": "ωB97M-V/def2-TZVPD",
  "total_charge": 0,
  "e_above_lowest_kcal_mol": 645.08,
  "molar_mass_g_mol": 429.50,
  "homo_lumo_gap_ev": 8.292,
  "elements": ["C", "H", "H", "H", "C", "C", "C", "C", "C", "C", "C", "H", "H", "C", "C", "C", "N", "O", "C", "H", "H", "H", "H", "H", "S", "O", "O", "N", "C", "C", "N", "C", "O", "C", "C", "C", "C", "O", "H", "H", "H", "C", "H", "C", "H", "H", "H", "H", "H", "H", "H", "H", "H"],
  "positions_angstrom": [[4.806606, 0.743259, 2.830324], [4.797876, 0.802649, 1.609860], [5.037455, -0.334201, 2.983735], [5.632647, 1.420293, 3.121092], [3.686794, 1.130298, 3.239896], [2.536239, 0.112472, 3.000250], [1.821066, 0.310201, 1.905853], [0.954545, -0.858711, 1.243615], [0.699706, -1.989861, 2.068111], [1.336248, -2.000027, 3.265431], [2.122401, -1.258970, 3.748200], [2.808870, -1.375820, 4.635356], [1.310688, -2.812078, 3.832071], [-0.425919, -2.920324, 1.651178], [-0.669968, -4.133932, 2.067549], [-1.753175, -4.474680, 1.359912], [-1.821058, -3.484358, 0.273656], [-1.013315, -2.567974, 0.588614], [-2.616983, -5.842564, 1.143972], [-3.199458, -5.812717, 2.283394], [-3.118187, -5.874637, 0.381455], [-1.956670, -6.695696, 1.439693], [-0.532090, -4.652947, 3.071294], [0.273388, -0.639012, 0.538642], [2.081863, 1.369633, 0.500057], [3.314039, 1.541582, 0.033407], [1.803606, 2.934796, 1.403790], [0.834331, 1.253344, -0.601184], [1.384469, 1.171203, -1.766501], [0.281909, 0.380180, -2.597524], [-1.006732, 0.889134, -2.610855], [-1.313566, 1.524336, -3.768165], [-0.857869, 1.475179, -4.768077], [-2.598502, 2.376253, -3.704177], [-3.118365, 3.099285, -4.719755], [-4.625505, 3.395258, -4.373401], [-4.597065, 2.924057, -3.263779], [-3.796088, 2.367189, -2.537072], [-5.539173, 3.034459, -2.432444], [-5.191043, 4.031666, -4.783975], [-2.738898, 3.424239, -5.609696], [-1.502692, 1.233587, -0.948468], [-1.457752, 0.279849, -0.616656], [-0.225143, 2.169244, -0.422363], [-0.192624, 2.936817, -0.918262], [-0.611828, 2.311498, 0.451336], [-2.338323, 1.910653, -1.224889], [0.205536, -0.484720, -2.208593], [0.567506, 0.065168, -3.764075], [1.536024, 1.985663, -2.313600], [2.315802, 0.548628, -1.898864], [3.527885, 1.033057, 4.396887], [3.140492, 2.028099, 2.783744]],
  "atomic_forces_ev_per_a": [[12.73, -3.87, -8.15], [0.43, -0.16, 2.65], [0.29, 0.71, 0.39], [-0.03, -0.67, -0.07], [-15.70, 2.69, 7.34], [0.00, -2.23, 0.60], [-3.19, -4.81, -5.82], [1.91, -0.56, 7.02], [-2.29, 3.11, -4.71], [-6.59, -7.48, -3.71], [12.27, 13.81, 4.24], [-1.35, -0.33, -0.76], [-1.12, -4.16, 2.21], [7.35, 4.35, 2.95], [-1.06, -3.15, 5.36], [-3.16, -0.76, -8.26], [-4.83, -6.41, 1.08], [0.90, 2.52, -0.71], [6.73, 2.56, 14.30], [0.56, -0.18, -3.61], [-5.54, -0.36, -8.06], [-0.37, 0.59, -1.21], [0.78, 1.06, -1.57], [-1.56, 0.60, -2.79], [-9.14, 9.42, 11.02], [9.14, -0.93, -4.87], [0.00, -5.69, -3.29], [1.28, 0.33, 8.29], [0.49, -5.93, -8.32], [3.22, 2.44, -5.67], [-0.79, 1.33, 2.78], [-8.15, 2.25, 11.44], [6.22, -0.90, -11.18], [-0.78, 0.42, 0.33], [-3.32, -0.87, 2.98], [8.64, -1.18, -6.19], [-11.61, 0.13, 11.66], [8.54, -3.34, -1.46], [1.40, 0.12, -2.59], [-4.34, 4.29, -3.19], [1.47, 0.28, -2.01], [2.71, 5.71, -6.44], [-0.76, -2.67, 1.60], [-3.37, -10.88, -0.56], [0.75, 8.26, -5.40], [-0.75, 1.04, 5.97], [0.00, -1.34, 1.30], [0.00, -6.48, 3.29], [-0.30, 1.34, 2.96], [0.96, 4.28, -1.73], [-1.02, 0.56, 0.72], [0.90, 1.45, -1.23], [1.45, -0.32, 1.10]]
}



Entry 3:
{
  "formula": "C21H23N3O5S",
  "method": "ωB97M-V/def2-TZVPD",
  "total_charge": 0,
  "e_above_lowest_kcal_mol": 40.88,
  "molar_mass_g_mol": 429.50,
  "homo_lumo_gap_ev": 8.665,
  "elements": ["C", "C", "C", "C", "C", "C", "C", "N", "C", "O", "C", "O", "C", "O", "C", "C", "C", "N", "C", "N", "S", "O", "O", "C", "C", "C", "C", "C", "C", "C", "H", "H", "H", "H", "H", "H", "H", "H", "H", "H", "H", "H", "H", "H", "H", "H", "H", "H", "H", "H", "H", "H", "H"],
  "positions_angstrom": [[5.133658, -1.059027, -1.677190], [3.777394, -1.561562, -1.287008], [3.245017, -2.698257, -1.881040], [1.999145, -3.165011, -1.504519], [1.243615, -2.517845, -0.538815], [-0.110019, -3.041914, -0.152593], [1.779195, -1.367995, 0.055698], [1.013240, -0.710821, 1.025646], [1.219368, 0.483683, 1.625145], [2.161440, 1.220963, 1.446803], [0.110051, 0.841135, 2.622036], [-1.017142, -0.018077, 2.451583], [-2.260888, 0.486983, 2.499526], [-2.516164, 1.632736, 2.752446], [-3.252154, -0.614704, 2.204409], [-4.538821, -0.116463, 1.540407], [-4.281313, 0.957393, 0.467414], [-3.039344, 0.721467, -0.218012], [-2.133833, 1.604380, -0.297810], [-2.111312, 2.884325, 0.216375], [-0.592709, 3.632414, 0.103163], [-0.713162, 4.831587, -0.662616], [-0.046415, 3.739704, 1.421044], [0.082713, 2.312068, -0.877837], [1.313773, 2.226264, -1.485132], [1.569806, 1.116220, -2.278932], [0.602584, 0.135985, -2.456836], [-0.631899, 0.233789, -1.837162], [-0.889104, 1.337013, -1.033736], [3.035922, -0.907073, -0.315581], [5.288001, -0.045216, -1.318073], [5.906514, -1.695313, -1.245991], [5.255423, -1.077149, -2.758698], [3.808183, -3.222254, -2.639311], [1.600969, -4.053196, -1.974240], [-0.124552, -3.354791, 0.892627], [-0.881009, -2.284977, -0.300596], [-0.362287, -3.905982, -0.762035], [0.152247, -1.175829, 1.279664], [-0.162060, 1.894138, 2.485624], [0.501496, 0.718184, 3.638004], [-2.755021, -1.340463, 1.560799], [-3.492998, -1.108325, 3.149068], [-5.035829, -0.977855, 1.093931], [-5.204364, 0.311113, 2.290391], [-5.072165, 0.899658, -0.287288], [-4.333602, 1.949477, 0.930572], [-2.666681, 3.085100, 1.035111], [2.049366, 2.999103, -1.335394], [2.527784, 1.015022, -2.763995], [0.820265, -0.715619, -3.083053], [-1.399086, -0.511189, -1.973388], [3.426764, -0.022996, 0.159394]],
  "atomic_forces_ev_per_a": [[0.02, -0.05, 0.03], [-0.17, -0.09, 0.00], [0.04, 0.05, -0.05], [0.02, 0.07, 0.03], [-0.01, 0.04, 0.06], [0.16, 0.04, -0.03], [0.32, -0.17, -0.12], [-0.36, -0.61, -0.12], [-0.46, -0.01, 0.31], [0.14, 0.17, 0.15], [0.24, 0.62, 0.16], [0.26, -0.20, 0.08], [-0.22, -0.44, 0.00], [-0.01, 0.13, 0.16], [-0.17, 0.15, -0.12], [0.21, 0.20, 0.01], [-0.23, 0.22, 0.07], [0.27, -0.24, -0.22], [-0.45, -0.50, -0.28], [0.45, 0.32, -0.22], [-0.41, 0.19, -0.05], [0.09, -0.07, -0.19], [0.17, -0.09, 0.04], [-0.83, 0.04, 0.31], [0.26, 0.09, -0.10], [-0.08, 0.32, 0.09], [-0.18, 0.00, -0.04], [-0.01, 0.17, 0.05], [0.51, -0.12, -0.23], [0.13, -0.02, 0.08], [0.07, 0.09, 0.00], [0.10, 0.02, 0.00], [0.06, 0.04, -0.07], [0.07, -0.06, -0.10], [-0.07, -0.09, -0.03], [-0.11, -0.03, 0.10], [-0.16, 0.05, 0.04], [-0.06, -0.04, 0.00], [0.10, 0.19, -0.01], [0.07, -0.33, 0.02], [-0.02, -0.01, -0.15], [-0.01, 0.01, 0.10], [0.09, -0.03, 0.01], [-0.04, 0.01, 0.04], [-0.07, -0.06, -0.02], [-0.02, 0.09, 0.13], [-0.09, -0.09, -0.03], [0.15, 0.09, 0.20], [0.15, 0.07, -0.02], [0.10, 0.00, -0.03], [0.04, -0.10, -0.04], [-0.09, -0.09, 0.00], [0.02, 0.07, 0.01]]
}



Entry 4:
{
  "formula": "C21H23N3O5S2",
  "method": "ωB97M-V/def2-TZVPD",
  "total_charge": 0,
  "e_above_lowest_kcal_mol": 15.85,
  "molar_mass_g_mol": 461.56,
  "homo_lumo_gap_ev": 8.462,
  "elements": ["C", "C", "N", "C", "C", "C", "C", "S", "O", "O", "N", "C", "C", "O", "N", "C", "C", "C", "C", "C", "C", "C", "O", "C", "O", "C", "C", "C", "C", "C", "S", "H", "H", "H", "H", "H", "H", "H", "H", "H", "H", "H", "H", "H", "H", "H", "H", "H", "H", "H", "H", "H", "H", "H"],
  "positions_angstrom": [[-5.526320, -2.044136, -0.716245], [-4.055496, -1.951970, -0.592408], [-3.262965, -1.624549, -1.536223], [-1.954765, -1.650711, -1.157922], [-0.862552, -1.361340, -1.972180], [0.408375, -1.473143, -1.446684], [0.587040, -1.855915, -0.121980], [2.246165, -2.049519, 0.504574], [3.033030, -2.713360, -0.493259], [2.194216, -2.589619, 1.831977], [2.741564, -0.450664, 0.675350], [3.540161, 0.111611, -0.396975], [2.907616, 1.389738, -0.956858], [3.141632, 1.786389, -2.079068], [2.114508, 2.041905, -0.086081], [1.373604, 3.228144, -0.438965], [-0.088732, 3.126804, -0.093327], [-0.806937, 4.277154, 0.198327], [-2.162883, 4.243303, 0.512593], [-2.766969, 3.010518, 0.533082], [-2.049974, 1.848375, 0.246451], [-0.716274, 1.877098, -0.073790], [-2.883022, 0.766298, 0.351764], [-4.156992, 1.287585, 0.664577], [-4.067233, 2.685910, 0.816685], [5.012112, 0.376306, -0.011832], [5.140342, 1.454145, 1.063554], [5.684504, -0.921485, 0.430057], [-0.470272, -2.133281, 0.717191], [-1.745913, -2.032729, 0.190770], [-3.270967, -2.344883, 0.948466], [-5.835814, -1.636652, -1.674754], [-5.837327, -3.086924, -0.656804], [-6.013958, -1.503963, 0.093004], [-1.027729, -1.067273, -2.995681], [1.276970, -1.280801, -2.055023], [3.145737, -0.336420, 1.592857], [3.545471, -0.626164, -1.206733], [1.927921, 1.606629, 0.804150], [1.505060, 3.358401, -1.519938], [1.808069, 4.102967, 0.060425], [-0.303119, 5.231272, 0.176879], [-2.715724, 5.139997, 0.734727], [-0.182579, 0.970670, -0.307321], [-4.518193, 0.835636, 1.601800], [-4.860018, 1.049677, -0.151403], [5.500778, 0.738121, -0.922092], [6.190487, 1.616636, 1.294480], [4.637909, 1.161388, 1.984407], [4.716727, 2.394685, 0.719803], [5.253035, -1.289972, 1.359442], [5.555761, -1.694236, -0.323398], [6.747939, -0.757958, 0.588098], [-0.279705, -2.434969, 1.734071]],
  "atomic_forces_ev_per_a": [[-0.23, -0.05, 0.00], [0.32, -0.21, 0.70], [-0.57, 0.23, -0.88], [0.64, -0.27, 0.92], [0.02, 0.00, 0.09], [-0.01, 0.04, -0.21], [0.44, -0.20, 0.25], [-0.20, 0.30, 0.21], [-0.15, 0.23, -0.14], [-0.16, 0.21, 0.05], [-0.02, -0.82, 0.15], [0.24, 0.19, -0.78], [-0.03, -0.29, 0.31], [0.24, 0.00, -0.40], [-0.29, 0.14, 0.28], [0.18, 0.24, -0.25], [-0.03, 0.07, 0.14], [0.19, -0.11, -0.06], [-0.35, -0.24, 0.03], [0.47, -0.36, -0.18], [-0.24, 0.58, 0.09], [-0.30, -0.09, 0.05], [0.45, 0.17, -0.04], [-0.97, -0.67, 0.09], [0.16, 0.44, 0.07], [-0.04, -0.11, 0.17], [0.02, -0.06, -0.35], [-0.08, 0.17, -0.23], [0.06, -0.04, 0.18], [-0.08, 0.08, -0.39], [-0.04, 0.05, -0.42], [0.00, 0.02, -0.01], [-0.07, -0.03, 0.00], [-0.11, 0.03, 0.03], [0.01, 0.03, -0.13], [0.08, 0.03, -0.20], [0.02, -0.15, 0.28], [0.06, 0.28, -0.02], [-0.04, -0.03, -0.13], [0.03, 0.04, 0.19], [-0.08, -0.04, -0.13], [0.09, 0.12, 0.02], [-0.08, 0.14, 0.04], [0.09, -0.15, -0.01], [0.14, 0.11, -0.17], [0.20, 0.09, 0.11], [-0.11, -0.03, 0.03], [0.07, 0.02, 0.09], [-0.04, 0.00, 0.19], [-0.02, 0.13, 0.07], [0.02, -0.07, 0.13], [0.03, -0.12, -0.03], [0.08, -0.01, 0.06], [-0.02, -0.05, 0.14]]
}